*one*
C5H15N2O | wB97M-V/def2-TZVPD

Last column: Mulliken charge in e.
Atoms and positions in Å:
1 C -2.34601 -0.03178 1.68074  -1.455
2 C -0.86042 0.07803 1.23993  0.026
3 C -0.57509 -1.10250 0.29270  -0.681
4 C 0.72765 -1.03251 -0.49164  -0.841
5 C 1.85543 -0.56316 0.05760  -0.062
6 N 3.05781 -0.47021 -0.62478  -0.503
7 N -0.72864 1.40946 0.53755  -0.198
8 H -2.90857 0.59333 0.98329  0.416
9 H -2.45398 0.49360 2.63461  0.408
10 H -2.73601 -1.02127 1.76381  0.374
11 H -0.15369 0.02541 2.06137  0.314
12 H -1.41861 -1.18266 -0.39610  0.369
13 H -0.55933 -1.98182 0.93308  0.446
14 H 0.72381 -1.47857 -1.47907  0.574
15 H 1.86324 -0.06193 0.99770  0.322
16 H 3.31127 -1.22980 -1.23639  0.215
17 H 3.87049 -0.08005 -0.18214  0.218
18 H 0.22376 1.75195 0.60729  0.378
19 H -1.35203 2.07636 0.98960  0.407
20 H -0.94987 1.35203 -0.48064  0.296
21 H -1.28046 1.36328 -2.82890  0.293
22 H 0.03335 0.49985 -2.65013  0.316
23 O -0.60631 1.07002 -2.20322  -0.631

Its net charge is +1. For the HOMO-LUMO gap, the calculation gives 8.73 eV.

***

*two*
C5H15N2O | wB97M-V/def2-TZVPD

Last column: Mulliken charge in e.
Atoms and positions in Å:
1 C -2.40457 0.22154 0.97573  -0.480
2 C -1.99200 -0.44606 -0.32624  -0.885
3 C -0.68392 -1.14959 -0.19915  -0.551
4 C 0.43968 -0.61172 -0.71503  0.190
5 N 1.73437 -1.02057 -0.45429  -0.364
6 C 2.75817 -0.85694 -1.48025  -0.924
7 N -1.47303 1.38241 1.21027  -0.101
8 H -3.40225 0.62128 0.90648  0.364
9 H -2.32788 -0.49470 1.79703  0.328
10 H -2.79458 -1.10137 -0.65306  0.426
11 H -1.93654 0.33774 -1.08060  0.325
12 H -0.55837 -2.08983 0.33701  0.302
13 H 0.40070 0.16775 -1.46026  0.315
14 H 1.81215 -1.91164 0.01310  0.196
15 H 2.85742 -1.72908 -2.13666  0.353
16 H 2.47757 -0.06499 -2.18263  0.334
17 H 3.70783 -0.55544 -1.06326  0.304
18 H -1.29250 1.53969 2.20135  0.365
19 H -1.86122 2.25706 0.86686  0.393
20 H -0.54562 1.15914 0.80218  0.183
21 H 1.88471 2.16595 1.15256  0.296
22 H 1.89756 0.73253 0.60642  0.308
23 O 1.30233 1.44684 0.88243  -0.677

Its net charge is +1. For the HOMO-LUMO gap, the calculation gives 8.87 eV.

***

*three*
C5H15N2O | wB97M-V/def2-TZVPD

Last column: Mulliken charge in e.
Atoms and positions in Å:
1 C 3.01345 -0.25379 -0.51670  -1.130
2 C 2.09000 0.64466 0.28801  -0.477
3 C 0.82681 -0.07023 0.79637  -0.549
4 C 0.05827 -0.80029 -0.30499  -0.693
5 N -2.59388 -0.31599 -1.56081  -0.284
6 C -1.46785 0.22070 -1.98903  0.160
7 N -0.31461 0.08501 -1.41581  0.000
8 H 3.14341 -1.25145 -0.08612  0.301
9 H 2.65710 -0.41044 -1.54347  0.281
10 H 4.01277 0.17395 -0.64740  0.362
11 H 2.62931 1.00785 1.16684  0.345
12 H 1.77995 1.48868 -0.32609  0.339
13 H 1.10526 -0.85729 1.48982  0.340
14 H 0.21444 0.67359 1.29239  0.314
15 H -0.81989 -1.28441 0.09186  0.318
16 H 0.68180 -1.58577 -0.72339  0.306
17 H -2.64844 -0.80454 -0.67261  0.196
18 H -3.46158 -0.23456 -2.06634  0.246
19 H -1.56378 0.83366 -2.86982  0.360
20 H 0.47671 0.54319 -1.85678  0.263
21 H -3.33666 0.07040 3.39938  0.311
22 H -3.20965 1.10985 4.50634  0.329
23 O -3.27294 1.01725 3.54834  -0.638

Its net charge is +1. For the HOMO-LUMO gap, the calculation gives 10.85 eV.

***

*four*
C5H15N2O | wB97M-V/def2-TZVPD

Last column: Mulliken charge in e.
Atoms and positions in Å:
1 C -0.56410 -0.64675 -1.04293  -0.801
2 N -0.32572 -1.12849 0.47360  -0.256
3 C 0.08051 0.09702 1.19781  -0.628
4 C 1.61720 -0.14178 1.50670  -0.492
5 C 2.14472 1.00271 2.47306  -0.393
6 O 1.10451 1.11705 3.42215  -0.498
7 C -1.57212 0.38123 -1.29238  -0.206
8 N -1.78850 -1.21206 -3.80840  -0.564
9 H 0.39794 -0.38379 -1.43077  0.475
10 H -0.74563 -1.68576 -1.50615  0.495
11 H -1.37271 -1.35465 0.67281  0.332
12 H 0.16586 0.87840 0.43776  0.129
13 H -0.58084 0.35406 1.97708  0.559
14 H 1.67550 -1.15938 1.96383  0.361
15 H 2.07717 0.15725 0.56413  0.240
16 H 2.43009 2.00005 1.79490  0.251
17 H 3.21446 0.67581 2.78899  0.298
18 H 1.10674 1.85436 4.07764  0.315
19 H -2.63999 0.25052 -1.06630  0.358
20 H -1.22687 1.41757 -1.43970  0.334
21 H -1.76008 -0.54959 -3.07102  0.102
22 H -0.90171 -0.96384 -4.26421  0.294
23 H -2.53644 -0.95997 -4.42862  0.294

Its net charge is +1. For the HOMO-LUMO gap, the calculation gives 5.30 eV.

***

The data favor *three*; the next most stable structure lies 0.504 eV above it.

***

*one*
C2H7N | wB97M-V/def2-TZVPD

Last column: Mulliken charge in e.
Atoms and positions in Å:
1 C 2.17786 -1.09491 0.87328  -0.193
2 N 2.04917 -0.18424 1.73492  -0.494
3 H 3.00706 -1.80662 0.91161  0.242
4 H 1.57569 -1.21792 -0.03659  0.179
5 H 1.46595 0.56918 1.36728  0.263
6 C -2.04072 0.74256 -0.94731  -0.855
7 H -2.52963 0.54388 -1.89650  0.267
8 H -1.77438 1.79779 -1.00857  0.235
9 H -1.20437 0.05398 -0.87810  0.118
10 H -2.72663 0.59630 -0.12002  0.238

For the HOMO-LUMO gap, the calculation gives 11.01 eV.

***

*two*
C2H7N | wB97M-V/def2-TZVPD

Last column: Mulliken charge in e.
Atoms and positions in Å:
1 C 3.05947 -1.41427 1.40420  -0.454
2 C 4.17845 -2.07541 1.66069  -0.433
3 H 2.16063 -1.64132 1.96282  0.218
4 H 2.99111 -0.70468 0.58983  0.225
5 H 4.18904 -2.87239 2.39032  0.222
6 H 5.09453 -1.77383 1.16647  0.221
7 N -5.23531 2.41025 -2.30013  -0.650
8 H -5.56685 2.63524 -3.22947  0.217
9 H -4.84242 3.26727 -1.92411  0.217
10 H -6.02865 2.16913 -1.72063  0.217

For the HOMO-LUMO gap, the calculation gives 11.47 eV.

***

The data favor *two*; the next most stable structure lies 0.217 eV above it.

***

*one*
C2H7N | wB97M-V/def2-TZVPD

Last column: Mulliken charge in e.
Atoms and positions in Å:
1 C -1.13694 -2.35748 0.16460  -0.396
2 C 0.01654 -1.70906 0.11419  -0.445
3 H -1.84487 -2.71157 -0.63556  0.221
4 H -1.54742 -2.63873 1.14063  0.193
5 H 0.59101 -1.23872 -0.66932  0.266
6 H 0.57562 -1.58103 1.09465  0.161
7 N 0.95698 2.99237 -0.54752  -0.647
8 H 1.57987 3.47467 0.12450  0.222
9 H 0.62117 2.15116 -0.14323  0.210
10 H 0.18804 3.61840 -0.64295  0.216

For the HOMO-LUMO gap, the calculation gives 11.23 eV.

***

*two*
C2H7N | wB97M-V/def2-TZVPD

Last column: Mulliken charge in e.
Atoms and positions in Å:
1 C 0.04184 0.44893 -1.22958  -0.951
2 C 0.44439 -0.26798 0.00606  -0.309
3 N -0.51838 -0.15162 1.17339  -0.638
4 H 0.50922 0.04979 -2.14405  0.307
5 H -1.05791 0.10478 -1.35395  0.238
6 H 0.10476 1.44336 -1.02804  0.304
7 H 0.51827 -1.33979 -0.35900  0.271
8 H 1.43778 -0.13217 0.34034  0.339
9 H -0.50561 0.68137 1.71141  0.206
10 H -0.29523 -0.83170 1.96064  0.233

For the HOMO-LUMO gap, the calculation gives 10.50 eV.

***

The data favor *two*; the next most stable structure lies 0.311 eV above it.

***

*one*
C8H6 | wB97M-V/def2-TZVPD

Last column: Mulliken charge in e.
Atoms and positions in Å:
1 C -0.92428 -1.49708 0.00007  0.359
2 C -1.28924 -1.41879 -1.24565  -0.750
3 C 0.61966 0.29270 -1.47167  -0.506
4 C 1.31154 0.77507 -0.42448  -0.572
5 C -0.21891 -1.15438 1.11917  -0.704
6 C 0.66487 1.30529 0.82125  0.101
7 C -0.81617 0.05325 -0.99653  0.275
8 C -0.20319 0.18527 0.50267  -0.079
9 H 0.99782 0.04411 -2.46081  0.420
10 H -0.73389 -1.20818 2.00276  0.265
11 H 0.71317 -1.62596 1.27814  0.287
12 H 1.17612 1.13737 1.69869  0.270
13 H 0.19222 2.31781 0.64821  0.224
14 H -1.48973 0.79353 -1.47183  0.410

For the HOMO-LUMO gap (spin up / spin down), the calculation gives 8.20 / 8.20 eV.

***

*two*
C8H6 | wB97M-V/def2-TZVPD

Last column: Mulliken charge in e.
Atoms and positions in Å:
1 C 1.96906 -0.39299 -0.56629  -0.425
2 C -0.11631 0.10269 0.30001  -0.699
3 C 1.12941 -0.22517 -1.56951  -0.609
4 C -0.27380 -0.02711 -1.11306  0.778
5 C 1.26588 -0.08777 0.69525  0.893
6 C -1.47096 -0.15996 -1.73050  0.235
7 C 1.83107 0.20756 1.93271  -1.074
8 C -2.69989 -0.20978 -2.16429  -0.893
9 H 3.06788 -0.69173 -0.60968  0.322
10 H -0.80239 0.34756 1.15264  0.290
11 H 1.29580 0.33754 2.82860  0.287
12 H 2.80565 0.39174 2.10955  0.343
13 H -3.08263 -1.21937 -2.40839  0.222
14 H -3.18550 0.63919 -2.31025  0.329

For the HOMO-LUMO gap (spin up / spin down), the calculation gives 8.40 / 6.61 eV.

***

The data favor *two*; the next most stable structure lies 2.978 eV above it.

***

*one*
C5H17N2O | wB97M-V/def2-TZVPD

Last column: Mulliken charge in e.
Atoms and positions in Å:
1 N 0.65295 0.65595 1.54255  -0.375
2 C 0.30829 1.84710 0.92572  -0.416
3 C -0.16870 1.52342 -0.54993  -0.661
4 N -1.30399 0.64739 -0.44152  -0.132
5 C -1.29816 -0.43514 0.46921  -0.447
6 C -0.49429 -1.66289 0.05678  -0.571
7 C -0.71084 -2.08209 -1.39739  -1.111
8 H 3.57269 0.66142 2.70859  0.232
9 H 2.73852 0.59334 2.86068  -0.216
10 H 0.38941 0.83810 2.57105  0.354
11 H -0.58278 2.26317 1.43002  0.389
12 H 0.96190 2.73591 0.88004  0.437
13 H -0.40339 2.36218 -1.21270  0.502
14 H 0.61139 1.08215 -1.19409  0.369
15 H -2.15651 1.18025 -0.52610  0.316
16 H -2.33558 -0.77485 0.58587  0.534
17 H -0.98382 -0.04011 1.50118  0.182
18 H -0.79632 -2.47768 0.72025  0.440
19 H 0.56301 -1.67496 0.30984  0.461
20 H -0.21139 -3.05584 -1.57768  0.368
21 H -0.16212 -1.44423 -2.12129  0.311
22 H -1.73251 -2.06039 -1.78406  0.387
23 H 2.15589 -1.08609 -1.65410  0.381
24 H 1.08050 -0.30709 -0.79810  -0.140
25 O 2.04546 -0.40730 -0.97121  -0.594

Its net charge is +1. For the HOMO-LUMO gap, the calculation gives 7.02 eV.

***

*two*
C5H17N2O | wB97M-V/def2-TZVPD

Last column: Mulliken charge in e.
Atoms and positions in Å:
1 N -0.27734 -1.34679 -1.03816  -0.191
2 C -1.60770 -1.14209 -0.47006  -0.526
3 C -1.64738 0.05277 0.46901  0.557
4 C -1.65651 1.38416 -0.34002  -0.896
5 C -2.81813 -0.00486 1.42766  -1.519
6 C 3.85031 -0.61502 0.18584  -0.681
7 N 3.09492 0.44647 0.86256  -0.276
8 H -0.30361 -1.89373 -1.84117  0.295
9 H 0.25671 -0.41878 -1.18338  0.330
10 H 4.32180 -0.33439 -0.74992  0.306
11 H -2.41257 -1.05610 -1.25582  0.315
12 H -0.68116 0.00808 1.04439  0.129
13 H -2.59635 1.40382 -0.94906  0.370
14 H -0.76038 1.47720 -1.01343  0.170
15 H -1.60614 2.22004 0.38179  0.368
16 H -2.83204 0.83330 2.13691  0.381
17 H -2.77377 -0.87698 2.07242  0.442
18 H -3.84579 -0.09629 0.88460  0.299
19 H 4.58280 -1.05933 0.83249  0.347
20 H 3.10613 -1.35995 -0.11847  0.253
21 H 3.78699 1.22016 1.11940  0.329
22 H 2.33728 0.80506 0.21835  0.259
23 H 1.31007 1.48568 -1.80261  0.250
24 H -1.88737 -2.06983 0.13460  0.358
25 O 1.05925 0.93739 -1.00794  -0.669

Its net charge is +1. For the HOMO-LUMO gap, the calculation gives 4.06 eV.

***

*three*
C5H17N2O | wB97M-V/def2-TZVPD

Last column: Mulliken charge in e.
Atoms and positions in Å:
1 C 0.09310 -0.49797 1.12393  -0.905
2 N -1.32579 -0.69542 0.74409  -0.220
3 C -2.34165 -0.99563 1.72642  -0.890
4 C 0.86708 -0.59014 -0.28437  0.230
5 N 0.24685 0.55874 -1.11378  -0.174
6 C 0.25560 0.23390 -2.61264  -0.905
7 C 2.33511 -0.48062 -0.19475  -1.488
8 H 0.56187 -1.29844 1.67971  0.469
9 H 0.08443 0.49741 1.62370  0.447
10 H -1.34939 -1.43190 0.04641  0.164
11 H -2.42614 -0.05682 2.34503  0.248
12 H -3.25672 -1.25055 1.20081  0.329
13 H -2.17151 -1.83346 2.42821  0.309
14 H 0.56946 -1.50335 -0.81521  0.485
15 H 0.70996 1.44512 -0.95249  0.358
16 H -0.75453 0.58926 -0.89157  0.420
17 H 1.11179 -0.41852 -2.76313  0.374
18 H -0.68877 -0.30134 -2.83469  0.330
19 H 0.33101 1.15762 -3.19371  0.355
20 H 2.65612 0.39909 -0.79600  0.331
21 H 2.68941 -0.00707 0.74987  0.405
22 H 2.92843 -1.36865 -0.39745  0.336
23 H -1.08354 2.38320 1.18328  0.297
24 H 0.11918 3.18981 1.08832  0.278
25 O -0.16133 2.27572 0.91000  -0.586

Its net charge is +1. For the HOMO-LUMO gap, the calculation gives 10.07 eV.

***

The data favor *three*; the next most stable structure lies 5.519 eV above it.

***

*one*
C6H7I | wB97M-V/def2-TZVPD

Last column: Mulliken charge in e.
Atoms and positions in Å:
1 C 1.93438 0.50794 -0.47993  -0.742
2 C -1.32409 1.71745 0.43122  -0.470
3 C -2.23581 0.65235 -0.09950  -0.504
4 C 1.11088 -0.44285 -0.08125  0.734
5 C -0.90510 0.27392 -0.07933  0.057
6 C 0.94614 -1.85703 0.13066  -0.978
7 I -4.17110 -0.30535 -0.09984  0.039
8 H 1.45403 1.45327 -0.85629  0.263
9 H 2.97646 0.25601 -0.67245  0.303
10 H -1.02949 2.51587 -0.16225  0.212
11 H -1.29162 1.94740 1.47707  0.193
12 H 1.96669 -2.27708 0.20165  0.343
13 H 0.37133 -2.29181 -0.69085  0.267
14 H 0.19732 -2.15009 0.98108  0.283

For the HOMO-LUMO gap, the calculation gives 8.79 eV.

***

*two*
C6H7I | wB97M-V/def2-TZVPD

Last column: Mulliken charge in e.
Atoms and positions in Å:
1 C -1.74769 -0.51947 -0.19015  -1.022
2 C 0.66049 -1.71003 0.01434  -0.117
3 C -0.50767 -0.75290 0.00797  0.446
4 C 0.33622 0.38640 0.08199  0.582
5 C 1.40727 -0.38471 0.07305  -0.442
6 C 0.01031 1.79480 -0.02273  -1.311
7 I 3.40794 0.12795 0.35187  0.058
8 H -2.19293 0.44351 -0.48862  0.166
9 H -2.44613 -1.34638 -0.21928  0.277
10 H 0.63413 -2.16499 0.97738  0.182
11 H 0.87793 -2.44889 -0.80648  0.277
12 H -0.95775 1.89749 -0.39605  0.297
13 H 0.70996 2.44690 -0.45703  0.365
14 H -0.19207 2.23032 1.07375  0.243

For the HOMO-LUMO gap, the calculation gives 9.07 eV.

***

The data favor *two*; the next most stable structure lies 3.704 eV above it.